# 1
Below is a cluster of 2 separate species, C4H2Cl2OS in total at a distorted geometry, with properties calculated with ωB97M-V with the def2-TZVPD basis set.

Geometry (Å):
C  -1.499194  -1.121464  -1.792386
C  -0.808318  0.021739  -1.285057
C  -3.607777  2.123034  -1.314568
C  -0.246491  -0.006942  -0.056605
O  -3.884150  2.245444  -2.444060
S  -3.205711  2.211776  0.162289
Cl  -1.877679  -1.089369  -3.398632
Cl  -0.873335  1.559388  -2.094756
H  0.086179  -1.024517  0.360302
H  0.418559  0.706015  0.319107

Atoms 1-2, force components in eV/Å:
C 0.4 -1.0 0.8
C -0.4 0.9 0.9

Calculated values
HOMO level (alpha / beta): -8.92 / -8.92 eV
Gap between HOMO and LUMO (alpha / beta): 0.26888 / 0.26902 Eh
LUMO energy (alpha / beta): -1.60 / -1.60 eV

---

# 2
Below is the ion C11H15N2 with charge +1 at a distorted geometry, with properties calculated with ωB97M-V with the def2-TZVPD basis set.

Geometry (Å):
C  -3.162300  -1.423859  -0.171724
C  -3.505164  -0.113137  -0.108909
C  -1.845062  -1.730711  -0.409416
C  -2.520341  0.931357  -0.080626
C  -0.854655  -0.739065  -0.434588
C  -1.201427  0.584186  -0.202054
C  1.182711  1.071484  -0.267874
C  0.558715  -1.242821  -0.276135
C  0.696457  -1.543094  1.199542
C  2.871189  -0.474759  -0.779919
C  -0.278070  3.009114  0.195934
N  1.482450  -0.201386  -0.443256
N  -0.129404  1.566461  -0.104439
H  -3.876367  -2.206286  -0.090291
H  -4.588920  0.181712  0.145720
H  -1.444557  -2.734953  -0.239732
H  -2.906266  1.979532  -0.043117
H  1.936568  1.799233  -0.081286
H  0.728159  -1.957128  -0.979999
H  -0.218663  -2.176409  1.461811
H  0.519771  -0.659945  1.774662
H  1.571971  -2.230334  1.363193
H  3.339861  -1.202657  0.068272
H  2.985917  -0.848767  -1.789461
H  3.446898  0.471986  -0.624907
H  0.644948  3.360870  0.634903
H  -1.116588  2.994246  0.834576
H  -0.613227  3.561322  -0.644862

Atoms 1-2, force components in eV/Å:
C 0.3 -0.4 -0.8
C -1.4 2.9 1.4

Calculated values
HOMO level: -12.42 eV
Gap between HOMO and LUMO: 0.32432 Eh
Net charge: +1
Structure (SMILES): C[C@H]1c2ccccc2[N+](C)=CN1C
LUMO energy: -3.59 eV

---

# 3
Below is a structure of composition C43H32BrIrO3P2S, with properties calculated with ωB97M-V with the def2-TZVPD basis set.

Geometry (Å):
Ir  0.136399  0.304525  0.473435
O  -1.216936  -1.816959  -1.275158
S  0.074931  -1.153306  -1.219389
C  0.348809  -0.241874  -2.711020
C  0.050719  -0.822670  -3.936765
C  0.246944  -0.072613  -5.086609
C  0.732016  1.228577  -4.999408
C  0.986722  1.811075  -3.765380
C  0.763089  1.084578  -2.598653
P  1.048001  1.799837  -0.962722
C  2.822648  2.053714  -0.909864
C  3.641755  1.141824  -1.585716
C  5.007181  1.352418  -1.655053
C  5.567145  2.472974  -1.047714
C  4.759421  3.379858  -0.375054
C  3.387398  3.179545  -0.308421
C  0.209267  3.359641  -0.738610
C  0.306766  3.978835  0.514225
C  -0.333535  5.183657  0.743722
C  -1.081007  5.775164  -0.267804
C  -1.197128  5.156965  -1.503744
C  -0.559853  3.948853  -1.742824
C  1.311895  -2.428029  -1.080137
C  1.931667  -2.996633  -2.174774
C  2.735924  -4.122642  -1.995318
C  2.903759  -4.671549  -0.737023
C  2.294057  -4.084038  0.369113
C  1.495746  -2.956907  0.208703
P  0.904187  -2.160580  1.705962
C  -0.853324  -2.079680  1.842682
C  -1.570612  -3.158581  1.275438
C  -2.938763  -3.213789  1.409600
C  -3.611945  -2.212824  2.108509
C  -2.913552  -1.159411  2.697039
C  -1.540017  -1.100430  2.597714
C  1.794876  -0.593804  1.888752
C  3.035002  -0.492464  1.191569
C  4.009780  0.387508  1.611723
C  3.792129  1.188910  2.725653
C  2.587438  1.125642  3.428356
C  1.623757  0.229730  3.050355
H  -0.350430  -1.827307  -3.987897
H  0.020377  -0.502480  -6.052940
H  0.896852  1.802319  -5.901664
H  1.350834  2.829825  -3.716865
H  3.211510  0.284270  -2.092163
H  5.634523  0.661017  -2.201897
H  6.632648  2.648238  -1.118804
H  5.193205  4.264250  0.072333
H  2.768260  3.922369  0.173792
H  0.870134  3.516595  1.315610
H  -0.250949  5.661813  1.710550
H  -1.574841  6.721234  -0.090245
H  -1.785457  5.615036  -2.287152
H  -0.680777  3.470585  -2.705404
H  1.793743  -2.583783  -3.164300
H  3.221947  -4.570999  -2.851515
H  3.518018  -5.551729  -0.603865
H  2.455118  -4.504416  1.354588
H  -1.051830  -3.930377  0.722782
H  -3.489564  -4.034403  0.971389
H  -4.687588  -2.266838  2.214430
H  -3.438542  -0.400254  3.261992
H  -1.023347  -0.301491  3.105904
H  3.232266  -1.131677  0.341370
H  4.941931  0.451181  1.068525
H  4.569066  1.865115  3.060389
H  2.429035  1.752784  4.295184
H  0.718293  0.177950  3.634770
Br  -2.170755  2.352022  4.392288
C  -3.187775  2.878098  2.886360
C  -4.315881  3.637596  3.137087
C  -5.141215  4.021177  2.087949
C  -4.860283  3.637850  0.781678
C  -3.742028  2.873870  0.526477
C  -2.881952  2.494934  1.570164
C  -1.712835  1.735349  1.197059
O  -1.642070  1.129098  0.046907
O  -0.657056  1.576077  1.911063
H  -4.554553  3.922799  4.152005
H  -6.018260  4.618068  2.301029
H  -5.512974  3.933538  -0.027509
H  -3.506835  2.568179  -0.483972

Atoms 1-2, force components in eV/Å:
Ir -0.3 -0.6 0.2
O 0.0 0.0 -0.1

Calculated values
HOMO level (alpha / beta): -16.16 / -16.16 eV
Gap between HOMO and LUMO (alpha / beta): 0.23932 / 0.18917 Eh
Net charge: +3
Multiplicity: 2
LUMO energy (alpha / beta): -9.65 / -11.01 eV

---

Q: Which ΔE to the lowest compared entry with this formula, charge and spin values were calculated for the entries above? A: 280.2, 67.9, 0.0, in kJ/mol.